(1)
DFT (ωB97M-V/def2-TZVPD) results for a cluster of 2 separate species, C4H9NO4 in total at a distorted geometry.

The SMILES is NC(=O)C[C@@H](O)C=O.O. The calculation puts the total energy at -13972.8228 eV. Its relative energy (zero: lowest compared OMol25 entry of this formula, charge and spin) is 225.2 kJ/mol. Its frontier orbital gap is 0.387 hartree. The value obtained for the strongest force on any atom is 4.9 eV/Å.

The geometry in ORCA input format:
```
! RIJCOSX wB97M-V def2-TZVPD def2/J DEFGRID3
* xyz 0 1
N 0.592 1.824 -0.111
C 0.926 0.600 0.563
O 1.242 0.644 1.760
C 0.218 -0.618 -0.024
C -1.245 -0.775 0.416
O -2.045 0.301 0.009
C -1.801 -2.074 -0.117
O -2.758 -2.092 -0.854
H 0.789 2.665 0.422
H -0.324 1.847 -0.558
H 0.257 -0.550 -1.122
H 0.798 -1.494 0.296
H -1.266 -0.853 1.519
H -2.562 0.018 -0.759
H -1.289 -3.003 0.205
O 2.872 0.816 -0.747
H 2.163 1.737 -0.909
H 3.434 1.006 0.010
*
```

=====

(2)
DFT (ωB97M-V/def2-TZVPD) results for a structure of composition AlH8O4 at a distorted geometry.

The calculation puts the total energy at -14896.2109 eV. Its relative energy (zero: lowest compared OMol25 entry of this formula, charge and spin) is 29.7 kJ/mol. Its frontier orbital gap (spin up / spin down) is 0.365 / 0.181 hartree. The value obtained for the strongest force on any atom is 1.7 eV/Å.

The geometry in ORCA input format:
```
! RIJCOSX wB97M-V def2-TZVPD def2/J DEFGRID3
* xyz 2 2
Al 0.168 0.895 -0.065
O -0.722 -0.794 -2.308
H -1.398 -0.428 -2.878
H -0.788 -1.741 -2.435
O 2.248 2.935 -0.569
H 2.733 3.297 -1.311
H 2.528 3.462 0.180
O 0.521 -0.724 2.399
H -0.003 -1.045 3.132
H 0.936 -1.508 2.039
O -1.828 -1.148 0.570
H -2.696 -1.151 0.973
H -1.699 -2.049 0.272
*
```

=====

(3)
DFT (ωB97M-V/def2-TZVPD) results for a cluster of 3 separate species, C30H59BrClF3N6O5P2S in total at a distorted geometry.

The SMILES is CCSCC1=C(C[C@@H](O)C(F)(F)F)C(=O)C(C[C@H](C)Br)=C(C[C@@H](C)Cl)C1=O.CN(C)P(=O)(N(C)C)N(C)C.CN(C)P(=O)(N(C)C)N(C)C. The calculation puts the total energy at -171358.1276 eV. Its frontier orbital gap is 0.250 hartree. The value obtained for the strongest force on any atom is 9.1 eV/Å.

The geometry in ORCA input format:
```
! RIJCOSX wB97M-V def2-TZVPD def2/J DEFGRID3
* xyz 0 1
C -1.551 -2.351 5.325
C -1.019 -3.830 5.804
S 0.847 -4.015 5.862
C 1.413 -4.666 4.162
C 0.398 -3.979 3.064
C -0.747 -4.673 2.403
C -1.050 -6.279 2.754
C 0.102 -7.270 2.105
O 0.711 -8.198 3.100
C -0.423 -8.137 0.810
F 0.808 -8.419 -0.019
F -1.035 -9.451 1.164
F -1.411 -7.411 -0.020
C -1.720 -3.838 1.331
O -2.959 -4.310 1.170
C -1.067 -2.546 0.534
C -1.620 -1.980 -0.932
C -3.280 -1.957 -1.020
C -3.765 -0.910 -2.230
Br -4.111 -1.183 0.674
C 0.105 -1.878 1.229
C 0.932 -0.591 0.571
C 1.874 -1.266 -0.635
C 3.346 -0.520 -0.769
Cl 2.269 -3.077 -0.265
C 0.667 -2.379 2.721
O 1.305 -1.574 3.576
H -2.563 -2.017 5.848
H -1.771 -2.338 4.163
H -0.775 -1.484 5.566
H -1.413 -4.013 6.913
H -1.491 -4.655 5.121
H 2.484 -4.169 3.994
H 1.430 -5.836 4.108
H -0.988 -6.413 3.917
H -2.121 -6.498 2.319
H 0.983 -6.580 1.707
H 0.023 -8.855 3.435
H -1.292 -0.845 -1.095
H -1.124 -2.587 -1.827
H -3.705 -3.030 -1.277
H -3.896 0.140 -1.678
H -4.826 -1.216 -2.616
H -2.963 -0.784 -3.074
H 1.607 -0.059 1.395
H 0.225 0.236 0.135
H 1.294 -1.296 -1.672
H 3.318 0.632 -0.545
H 4.082 -1.031 0.018
H 3.781 -0.791 -1.831
C -2.357 3.117 5.002
N -1.215 2.836 4.140
C -0.170 2.223 4.970
P -0.617 3.796 2.835
O -0.133 2.547 2.059
N -1.910 4.040 1.700
C -3.295 3.680 1.976
C -1.628 3.660 0.305
N -1.172 5.233 3.728
C -1.655 6.400 2.961
C -0.034 5.755 4.519
H -2.188 3.967 5.674
H -2.591 2.253 5.637
H -3.281 3.293 4.454
H 0.214 2.919 5.717
H 0.675 1.887 4.363
H -0.547 1.337 5.493
H -3.408 2.608 2.186
H -3.949 3.927 1.130
H -3.700 4.269 2.800
H -1.724 2.575 0.157
H -0.616 3.962 0.013
H -2.312 4.155 -0.390
H -0.951 6.677 2.168
H -1.794 7.270 3.615
H -2.639 6.235 2.516
H 0.770 6.106 3.860
H 0.388 4.990 5.171
H -0.345 6.581 5.168
C 0.535 3.139 -5.239
N 1.594 2.419 -4.542
C 2.016 3.242 -3.401
P 2.856 1.465 -5.236
O 2.890 0.514 -4.014
N 2.127 0.228 -6.216
C 0.708 0.205 -6.550
C 2.530 -1.156 -5.919
N 2.816 2.557 -6.641
C 3.114 2.003 -7.978
C 3.841 3.608 -6.439
H 0.905 3.999 -5.810
H -0.209 3.524 -4.531
H -0.047 2.510 -5.909
H 2.483 4.174 -3.724
H 2.734 2.711 -2.771
H 1.166 3.494 -2.757
H 0.076 0.154 -5.655
H 0.460 -0.655 -7.186
H 0.430 1.067 -7.158
H 1.992 -1.553 -5.047
H 3.606 -1.218 -5.720
H 2.334 -1.820 -6.765
H 4.033 1.407 -7.969
H 3.232 2.804 -8.719
H 2.300 1.389 -8.371
H 4.848 3.172 -6.429
H 3.701 4.131 -5.494
H 3.793 4.368 -7.227
*
```

=====

- Among the records above, which one has the highest strongest force on any atom?
  C30H59BrClF3N6O5P2S